Model P:
20
Properties=species:S:1:pos:R:3 method="wB97M-V/def2-TZVPD" charge=0 orbital_gap_ev=9.16 e_homo_ev=-8.357
C -2.48 0.29 0.06
C -0.25 0.20 -0.74
C 0.94 0.43 -1.77
C 0.09 -0.02 1.73
C 1.20 -1.58 0.28
H -2.14 -0.60 0.51
H -3.25 0.17 -0.77
H -2.81 1.05 0.68
H 1.48 -0.48 -1.93
H 0.74 0.80 -2.69
H 1.11 2.78 -1.17
H -0.23 -0.79 2.32
H 1.02 0.46 1.94
H -0.76 0.59 1.77
H 2.15 -1.02 1.13
H 0.93 -2.56 0.99
H 1.57 -1.78 -0.86
N -1.40 0.86 -0.74
N 0.03 -0.63 0.38
S 2.04 1.82 -1.12

***

Model Q:
20
Properties=species:S:1:pos:R:3 method="wB97M-V/def2-TZVPD" charge=0 orbital_gap_ev=9.22 e_homo_ev=-8.561
C 0.30 1.47 0.30
C -0.22 0.01 -0.02
C -1.69 0.35 -0.08
C 0.25 -1.17 0.87
C 1.14 -1.61 -0.24
H 2.05 1.94 -0.60
H 1.99 0.48 0.91
H -0.03 2.36 -0.45
H -0.27 1.83 1.17
H -1.95 1.15 -0.60
H -2.34 0.60 0.81
H -3.91 -0.66 -0.74
H -0.31 -2.02 1.18
H 0.84 -0.60 1.61
H 1.24 -2.71 -0.53
H 2.16 -1.14 -0.20
H 1.05 -0.28 -1.90
N 1.75 1.78 0.54
N 0.42 -0.70 -1.14
S -2.49 -1.08 -0.92

***

What are the relative energies? In eV: model P 0.000; model Q 1.372.

***

Model P:
20
Properties=species:S:1:pos:R:3 method="wB97M-V/def2-TZVPD" charge=0 orbital_gap_ev=9.85 e_homo_ev=-8.965
C -1.70 2.07 0.35
C -0.81 1.09 -0.36
C 0.82 -0.10 -0.34
C 1.95 -0.54 0.56
C -0.63 -0.25 0.23
H -1.27 2.40 1.28
H -2.68 1.55 0.52
H -1.98 2.92 -0.26
H -1.18 1.02 -1.46
H 0.98 1.84 0.36
H 0.76 -0.51 -1.36
H 1.82 -0.05 1.56
H 1.99 -1.61 0.81
H 3.37 0.71 -0.10
H 3.25 -0.60 -0.99
H -0.60 -0.08 1.33
H -1.24 -2.09 -1.16
N 0.61 1.35 -0.45
N 3.24 -0.29 -0.01
S -1.74 -1.66 0.01

***

Model Q:
20
Properties=species:S:1:pos:R:3 method="wB97M-V/def2-TZVPD" smiles=N[C@@H]1[C@H](N)[C@@H]1CCS charge=0 orbital_gap_ev=9.07 e_homo_ev=-8.263
C -0.67 0.93 0.77
C -1.61 -0.17 0.32
C -0.17 -0.49 0.69
C 0.74 -1.09 -0.29
C 2.21 -0.97 0.07
H -0.24 2.81 0.05
H -0.70 1.73 -1.11
H -0.81 1.33 1.76
H -2.36 -0.46 1.06
H -2.12 -1.07 -1.39
H -3.07 0.22 -0.90
H 0.07 -0.88 1.66
H 0.47 -2.13 -0.41
H 0.56 -0.59 -1.24
H 2.77 -1.73 -0.46
H 2.33 -1.19 1.13
H 1.88 1.41 -0.22
N -0.13 1.86 -0.25
N -2.14 -0.16 -0.98
S 3.00 0.63 -0.25

***

What are the relative energies? In eV: model P 0.102; model Q 0.000.

***

Model P:
11
Properties=species:S:1:pos:R:3 method="wB97M-V/def2-TZVPD" smiles=NNc1cnon1 charge=0 orbital_gap_ev=10.65 e_homo_ev=-9.827
C 0.14 -0.20 -0.14
C 1.38 -0.88 -0.26
H -1.34 1.73 0.40
H -2.35 0.52 0.74
H 0.10 0.16 1.75
H 2.06 -1.23 0.48
N -1.52 1.02 1.08
N -0.54 0.00 1.02
N 1.65 -0.95 -1.52
N -0.26 0.16 -1.32
O 0.69 -0.34 -2.23

***

Model Q:
11
Properties=species:S:1:pos:R:3 method="wB97M-V/def2-TZVPD" smiles=CNc1nnon1 charge=0 orbital_gap_ev=9.92 e_homo_ev=-9.187
C 0.49 1.19 1.61
C -0.08 -0.51 -0.12
N 1.32 2.17 2.23
N -0.54 0.92 2.46
N 0.74 2.43 3.36
N 0.60 0.62 0.43
O -0.39 1.73 3.51
H -0.54 -1.23 0.61
H -0.85 -0.18 -0.85
H 0.64 -1.05 -0.70
H 1.37 0.93 -0.11

***

What are the relative energies? In eV: model P 0.235; model Q 0.000.